54
Properties=species:S:1:pos:R:3:forces:R:3 method="wB97M-V/def2-TZVPD" charge=-1 e_homo_ev=-3.7 orbital_gap_ev=5.420 e_above_lowest_kj_mol=62.8 mol_weight_g_mol=493.5 lumo_energy_ev=1.7
C -0.943958 -1.884098 1.425096 -0.2 0.1 0.1
C -2.231648 -1.063397 1.128642 -0.1 0.9 -1.2
C -3.504104 -1.690396 1.714081 0.1 0.1 0.3
C -2.034971 0.421874 1.573425 -0.1 -0.3 0.6
C -2.513060 1.488043 0.804654 -0.2 0.2 -0.2
C -2.428823 2.809697 1.256299 0.3 -0.2 0.5
C -1.825167 3.092428 2.485968 -0.5 -0.3 0.1
C -1.338541 2.040147 3.266486 0.0 -0.2 -0.3
C -1.437785 0.721538 2.813728 -0.1 -0.1 -0.3
O -2.628393 -1.066679 -0.253815 0.0 -0.3 -0.5
S -1.199055 -0.740004 -1.374842 -1.5 -1.0 2.7
C -2.350884 -0.284853 -2.678901 0.3 -0.2 -0.2
F -1.603162 0.084966 -3.776299 -1.1 -0.3 0.4
F -3.138889 -1.355541 -2.998038 0.4 1.2 -0.3
F -3.178908 0.753121 -2.370778 0.6 -0.9 -0.6
H -0.920752 -2.096384 2.509390 0.1 -0.1 -0.4
H -0.941636 -2.834485 0.868355 -0.1 0.3 0.2
H -0.021347 -1.320810 1.174635 -0.6 -0.4 0.1
H -3.436839 -1.864057 2.799007 -0.1 0.1 -0.2
H -4.349777 -1.026518 1.472942 0.3 -0.2 0.3
H -3.680340 -2.629869 1.171899 0.1 0.1 0.3
H -2.959638 1.326732 -0.179497 0.1 -0.2 0.5
H -2.839355 3.625221 0.657315 0.2 -0.3 0.1
H -1.773135 4.114217 2.860563 0.1 -0.2 -0.2
H -0.867972 2.243948 4.224836 0.0 0.0 -0.1
H -1.027636 -0.102228 3.413381 -0.2 0.5 -0.1
C 0.860848 -0.367933 -1.851604 1.9 0.8 -0.5
C 1.821074 -1.452030 -1.584061 -0.8 0.7 -0.7
C 1.707540 -2.702365 -2.256765 0.4 -0.2 0.1
C 2.764875 -3.602633 -2.230176 0.1 0.1 0.6
C 3.860540 -3.341332 -1.379841 -0.2 0.4 -0.5
N 4.992479 -4.206578 -1.390090 1.6 -1.1 0.0
O 5.976094 -3.906153 -0.667731 -1.5 -0.7 -1.1
O 4.981571 -5.213725 -2.133059 0.0 1.4 1.1
C 3.965168 -2.148780 -0.649093 -0.5 -0.1 -0.2
C 2.964132 -1.210269 -0.787408 0.4 -0.4 0.4
C 0.925378 0.886208 -1.076519 -0.6 -1.4 -0.9
C 1.277145 0.962143 0.297900 0.4 0.3 -0.1
C 1.368846 2.202398 0.901662 -1.0 0.3 -0.2
C 0.830790 3.312662 0.226842 0.5 -0.2 0.3
N 0.466129 4.457985 1.005331 0.2 1.5 0.5
O -0.162143 5.366074 0.414924 0.8 -1.0 1.2
O 0.754531 4.497188 2.225260 -0.4 0.1 -2.0
C 0.399676 3.247017 -1.107973 -0.6 -0.3 0.4
C 0.343961 2.010565 -1.703331 0.5 0.6 0.1
H 0.565438 -0.282655 -2.920772 0.5 0.1 0.7
H 0.799498 -2.957762 -2.815092 0.4 0.3 0.1
H 2.787407 -4.515184 -2.828405 -0.2 0.3 0.3
H 4.836761 -1.963871 -0.025076 -0.2 -0.1 -0.3
H 3.099877 -0.265206 -0.267169 -0.1 -0.3 -0.4
H 1.438921 0.079602 0.935021 0.3 0.5 -0.7
H 1.737310 2.335862 1.914644 -0.4 -0.1 -0.1
H 0.030252 4.137505 -1.603446 -0.2 -0.2 0.2
H -0.218323 1.878656 -2.632503 0.7 0.1 0.1

---

53
Properties=species:S:1:pos:R:3:forces:R:3 method="wB97M-V/def2-TZVPD" e_homo_ev=-5.9 orbital_gap_ev=3.126 e_above_lowest_kj_mol=855.1 mol_weight_g_mol=459.4 lumo_energy_ev=-2.8
C 3.383008 0.211423 -2.482051 0.5 0.5 0.1
N 2.117907 -0.513994 -2.546427 -1.4 0.7 0.6
C 2.144167 -1.837622 -3.173843 0.2 -0.6 0.1
C 1.020891 0.073671 -2.113437 0.7 -0.2 -0.6
C -0.256613 -0.589350 -1.993795 -1.1 -0.6 0.2
C -0.395672 -1.921046 -1.524340 0.4 0.3 -0.3
C -1.628956 -2.552367 -1.533290 0.1 0.1 0.1
C -2.755063 -1.845134 -1.947267 0.0 0.1 -0.1
C -4.079861 -2.551742 -1.985214 -1.5 -0.8 0.0
F -5.133081 -1.693935 -1.830751 1.0 -0.7 -0.2
F -4.267827 -3.200255 -3.184621 0.2 0.6 1.1
F -4.190192 -3.501294 -1.004746 0.2 0.9 -1.0
C -2.672864 -0.513549 -2.357501 0.2 -0.2 0.1
C -1.433671 0.109880 -2.353857 0.6 0.2 -0.1
H 4.159407 -0.462416 -2.847732 0.0 0.3 0.2
H 3.344560 1.117366 -3.104514 0.0 -0.3 0.1
H 3.599141 0.513406 -1.446286 -0.1 -0.2 -0.3
H 3.074225 -1.879036 -3.749634 -0.4 -0.1 0.1
H 2.164300 -2.642899 -2.424334 0.1 0.3 -0.3
H 1.287609 -1.995362 -3.845201 0.2 0.2 0.4
H 1.070915 1.161489 -1.953936 0.1 -0.5 0.3
H 0.473996 -2.460097 -1.148569 -0.3 0.2 -0.1
H -1.716890 -3.592843 -1.215862 0.0 0.4 0.0
H -3.566895 0.020441 -2.673308 0.2 -0.1 0.1
H -1.344580 1.150151 -2.670884 -0.1 -0.2 0.1
C 1.521950 1.637099 1.824579 0.3 -0.3 -0.4
C 1.450272 0.266660 2.156185 0.0 0.0 0.0
C 2.659112 -0.510446 2.227039 -0.2 -0.2 0.0
C 2.648214 -1.814238 2.664129 -0.3 -0.1 0.2
C 1.428637 -2.409371 3.056514 0.0 0.6 -0.2
N 1.420940 -3.708832 3.623700 -0.1 -1.6 0.6
O 0.329817 -4.184675 4.012511 1.5 0.6 -0.5
O 2.499782 -4.334086 3.723297 -1.3 0.8 -0.2
C 0.217283 -1.698045 2.962135 0.4 0.2 -0.1
C 0.223695 -0.389042 2.528854 0.2 -0.4 -0.2
C 0.410783 2.475111 1.551599 -0.3 0.4 -0.2
C -0.764903 1.991970 0.882062 0.0 0.5 0.3
C -1.860302 2.809905 0.694074 0.1 0.4 0.2
C -1.821654 4.146349 1.143691 0.8 -0.7 0.1
N -2.971886 4.964174 1.001195 -1.7 1.3 -0.2
O -2.950950 6.119217 1.483079 0.0 -1.7 -0.7
O -3.970109 4.504236 0.401792 1.4 0.6 0.8
C -0.658703 4.670022 1.748578 -0.3 -0.1 -0.3
C 0.444176 3.863266 1.915961 -0.2 -0.3 -0.2
H 2.503996 2.111166 1.881088 -0.2 -0.1 0.1
H 3.603893 -0.045436 1.932010 -0.3 -0.1 0.1
H 3.552418 -2.414498 2.739630 -0.2 0.2 0.0
H -0.700802 -2.198471 3.256776 0.2 0.2 0.0
H -0.718688 0.155957 2.508719 0.3 -0.1 0.1
H -0.795356 0.965857 0.511918 0.0 0.3 0.2
H -2.769655 2.447681 0.221065 0.2 0.1 0.0
H -0.674579 5.709304 2.069963 0.1 -0.3 -0.1
H 1.344659 4.264280 2.389257 -0.3 -0.2 -0.1

---

135
Properties=species:S:1:pos:R:3:forces:R:3 method="wB97M-V/def2-TZVPD" charge=-6 e_homo_ev=-0.3 orbital_gap_ev=7.749 e_above_lowest_kj_mol=414.4 mol_weight_g_mol=2103.3 lumo_energy_ev=7.4
C 0.543561 -2.545009 2.186562 0.6 -1.3 0.0
C 0.531491 -1.251539 1.435432 0.4 1.0 -0.4
C 0.695751 -1.350009 -0.155288 -0.2 0.3 0.5
N 0.879721 -0.022139 -0.941798 0.3 1.4 1.1
C -0.347309 0.963431 -0.499458 1.9 0.0 -2.1
C -1.650049 0.534261 -1.061488 0.3 -1.3 -0.9
C -1.562849 0.075931 -2.580738 -1.1 1.4 0.3
C -0.373109 -0.681059 -3.091838 1.0 -0.4 0.8
C 0.974471 -0.182479 -2.588608 -1.7 -0.2 2.7
C 2.145981 0.737921 -0.493128 0.1 -0.1 0.8
H 0.524991 -2.334929 3.255962 -0.4 0.1 0.0
H 1.521511 -3.010569 2.064272 0.0 -0.4 -0.2
H -0.235759 -3.264809 1.936252 -0.1 0.1 0.0
H 1.345721 -0.748259 1.956832 0.4 0.6 -0.8
H -0.340309 -0.717619 1.813612 -0.3 0.2 -0.9
H -0.196549 -1.829499 -0.557758 -0.2 0.2 0.0
H 1.505921 -2.010919 -0.463378 0.3 0.2 0.3
H -0.381589 1.221251 0.559052 0.5 -0.7 0.0
H -0.090409 1.879841 -1.030778 0.4 0.1 0.1
H -2.048189 -0.282839 -0.459888 -0.4 0.2 0.0
H -2.220559 1.452671 -0.923118 -0.7 -0.4 -0.3
H -2.449259 -0.507489 -2.829708 -0.1 0.0 0.2
H -1.646619 0.936151 -3.244908 -0.1 0.5 0.3
H -0.516359 -1.728069 -2.824748 0.4 -0.2 -0.4
H -0.258669 -0.529069 -4.165098 -0.5 -0.6 -0.2
H 1.758641 -0.909859 -2.798518 0.2 0.5 0.2
H 1.121791 0.832451 -2.957808 0.5 -0.1 0.3
H 2.180521 1.773941 -0.830108 -0.4 -0.3 -0.7
H 3.106281 0.260751 -0.688718 -0.4 -0.5 -0.8
H 2.210261 0.868691 0.587092 -0.8 -0.3 0.2
C 6.491201 -2.999339 -0.573828 -0.3 0.5 -1.6
F 5.865561 -2.707089 0.566022 0.4 -0.3 -0.3
F 6.847361 -4.289329 -0.607168 -0.1 0.7 0.3
F 5.560381 -2.824989 -1.600408 1.5 -0.1 1.6
S 8.098061 -1.799529 -0.772638 -0.1 1.8 0.5
O 8.270761 -1.026999 0.457642 -1.3 -0.9 -1.6
O 9.264561 -2.599199 -1.098538 -1.5 0.2 0.1
N 7.460351 -0.732699 -2.030998 -0.9 -1.2 5.4
S 8.015111 -1.321269 -3.287918 3.4 -2.8 -3.7
O 9.362321 -0.813159 -3.484328 -0.3 0.2 -1.2
O 7.941901 -2.793179 -3.442588 -1.0 2.0 -0.4
C 6.962371 -0.507379 -4.661208 0.0 -1.2 2.1
F 5.652231 -0.529439 -4.301858 0.4 -0.9 -1.1
F 7.242541 0.779691 -4.697968 0.7 0.3 -1.2
F 7.230301 -1.194979 -5.816598 -0.9 1.5 1.0
C -4.799369 9.431451 4.388622 1.6 -2.1 -0.3
F -5.870599 9.954951 3.876462 -1.4 0.3 -0.9
F -3.732259 9.957571 3.820322 0.6 0.9 -0.2
F -4.816979 9.714591 5.674192 0.3 -0.1 0.8
S -4.688669 7.539851 3.991662 0.4 -3.1 -0.5
O -5.726789 6.954801 4.806672 0.1 1.0 0.0
O -4.836859 7.362511 2.533542 0.6 1.4 2.6
N -3.148679 6.978191 4.622632 -3.4 5.8 1.5
S -2.770269 5.721811 3.939742 1.0 -6.2 -4.9
O -3.872649 4.768911 3.782992 0.8 0.4 1.0
O -2.062699 5.886681 2.675212 0.5 0.3 1.1
C -1.476829 4.779101 5.111882 0.1 1.2 -2.4
F -2.154479 4.266401 6.099692 0.1 -0.5 0.9
F -0.755059 3.797041 4.471982 -1.4 1.0 0.6
F -0.568529 5.673771 5.515522 -0.1 -0.1 0.6
C 3.828361 6.312411 -1.199258 2.3 -2.1 2.5
F 3.609731 7.208591 -2.095578 -0.9 1.4 -0.9
F 2.801631 6.111561 -0.358448 0.4 0.4 -1.2
F 4.116591 5.147071 -1.842188 -0.5 0.4 0.2
S 5.421711 6.773621 -0.152808 -1.4 0.2 0.2
O 6.503431 6.865021 -1.082108 0.3 -0.3 -0.5
O 5.023921 8.032781 0.501782 0.5 -2.1 -0.9
N 5.607051 5.342581 0.776972 0.7 2.1 -3.4
S 5.128941 5.787401 2.151792 -1.1 0.9 5.6
O 5.906121 6.849661 2.796952 -0.2 -1.3 -0.4
O 3.694481 5.950521 2.239322 0.3 -0.4 0.2
C 5.487761 4.234461 3.320472 -0.2 1.5 -0.1
F 4.987001 3.119501 2.815982 0.1 -0.2 0.0
F 6.820431 4.073691 3.549352 -1.2 0.1 0.0
F 4.845951 4.474151 4.516382 1.1 -0.2 -1.3
C -11.355539 0.654311 -5.023348 1.8 0.6 -0.9
F -11.729389 1.905921 -4.721288 -0.4 0.0 -1.2
F -11.636439 -0.026759 -3.957098 -0.2 -1.4 1.0
F -11.998199 0.113251 -6.080758 -0.3 0.7 0.5
S -9.447819 0.618991 -5.373308 0.8 0.5 2.3
O -8.934479 1.823681 -4.632808 -1.9 -2.8 -1.9
O -9.006429 -0.704469 -4.895288 -1.2 2.0 -1.0
N -9.441269 0.776451 -7.082328 -1.3 -0.5 3.5
S -7.966519 1.156201 -7.313488 3.4 1.6 -1.9
O -7.842169 2.444211 -8.011178 0.0 -1.9 0.5
O -7.044569 0.895231 -6.215988 -0.5 0.1 -1.4
C -7.450049 -0.169819 -8.601118 -0.4 0.7 -0.9
F -7.534319 -1.437299 -8.206038 0.3 0.4 0.4
F -8.294589 -0.105839 -9.698298 1.0 0.3 0.7
F -6.172379 0.085701 -9.008318 -1.2 -0.4 0.2
C -5.625439 -5.185049 4.505582 0.2 4.6 1.3
F -4.704169 -6.100849 4.544642 0.5 -0.6 0.0
F -6.605859 -5.498479 3.743622 -1.6 -1.4 -1.1
F -6.101169 -4.928069 5.771472 0.3 -1.0 -0.6
S -5.000049 -3.439459 3.882772 1.7 -0.4 0.3
O -4.023769 -2.995229 4.873532 -1.0 -1.0 -0.9
O -4.525439 -3.731739 2.518312 -0.7 0.0 2.4
N -6.375889 -2.461959 4.001042 1.2 -3.2 2.2
S -6.107859 -1.435299 2.920672 1.4 3.5 -6.0
O -4.807589 -0.672779 3.033192 -3.5 -1.3 0.3
O -6.303279 -2.043459 1.589282 -0.3 1.4 1.1
C -7.660559 -0.112859 2.950062 2.6 -2.8 -1.3
F -7.200689 0.896521 2.275392 0.2 1.1 -1.0
F -8.805579 -0.535719 2.426302 -0.1 -0.5 -0.7
F -7.905629 0.225411 4.139942 -0.7 1.3 3.8
C -0.802369 -5.165359 -8.525328 -0.2 -0.9 0.5
F -1.027329 -5.699169 -9.741818 0.1 0.0 0.8
F -0.133929 -4.032499 -8.720708 -0.3 0.0 0.3
F -2.012769 -4.916019 -7.939858 1.5 -0.2 -0.6
S 0.310381 -6.329839 -7.372868 -1.0 1.6 2.6
O 1.654021 -6.317019 -7.907488 -1.3 -0.5 -0.4
O 0.240431 -5.724709 -6.020908 -0.8 -1.3 -2.6
N -0.632879 -7.773619 -7.455918 0.6 4.1 1.1
S 0.296381 -8.823229 -8.022268 2.8 -4.4 -3.0
O 0.761481 -8.535229 -9.409608 -0.8 -0.9 2.3
O 1.284161 -9.432829 -7.109508 -1.5 0.8 -1.2
C -1.048109 -10.250599 -8.302068 -0.1 1.7 0.4
F -0.560679 -11.439259 -8.605738 0.7 -0.4 -0.1
F -1.833159 -10.432859 -7.207158 0.3 0.3 -0.7
F -1.816179 -9.867629 -9.353338 0.0 -0.2 0.7
C 7.806501 1.410301 10.200922 -1.0 -2.7 -1.2
F 8.469971 1.794321 9.117632 0.8 0.1 0.3
F 8.302841 1.886901 11.310392 0.9 0.7 0.7
F 6.576531 1.832311 10.053242 -0.9 0.5 0.2
S 7.705431 -0.546289 10.383992 1.0 0.5 0.3
O 9.141151 -1.012909 10.420192 -3.6 0.9 -0.9
O 6.975601 -0.672099 11.665282 1.1 -0.1 -2.3
N 6.780811 -0.887529 8.905072 3.9 1.9 2.0
S 5.382561 -1.360289 9.305832 -5.0 -0.9 2.3
O 5.435161 -2.717779 9.804792 -0.2 -0.5 -0.6
O 4.508511 -0.515069 10.163962 1.6 -0.5 -2.0
C 4.283101 -1.409019 7.635612 1.5 -1.6 1.4
F 3.069271 -1.833049 8.104902 1.1 1.1 -1.0
F 4.298371 -0.243739 7.028222 -0.9 0.1 0.2
F 4.695441 -2.339799 6.733822 -0.2 0.6 0.7